## 1
Computed, not measured: a 8-piece molecular cluster, C6H25NO8 overall, with ωB97M-V/def2-TZVPD.

Properties
- HOMO (eV) = -9.10
- structure (SMILES) = CC(=O)N1CCCC1.O.O.O.O.O.O.O
- Kohn-Sham gap (eV) = 9.26

Positions of all 40 atoms, in Å:
C 0.198 1.255 2.159
C 0.387 2.083 0.918
O 0.392 3.301 0.998
N 0.635 1.422 -0.258
C 0.154 0.091 -0.610
C 0.666 -0.165 -2.024
C 1.419 1.099 -2.472
C 1.640 1.916 -1.192
H 0.164 1.846 3.067
H -0.423 0.377 2.081
H 1.165 0.748 2.286
H -0.931 0.076 -0.507
H 0.558 -0.711 0.014
H -0.125 -0.438 -2.717
H 1.238 -1.097 -2.038
H 2.296 0.826 -3.048
H 0.781 1.686 -3.136
H 1.397 2.957 -1.421
H 2.676 1.942 -0.833
O 3.106 -1.456 0.771
H 3.813 -1.799 0.216
H 2.818 -0.612 0.410
O -2.599 -2.023 2.195
H -2.674 -2.909 1.814
H -1.749 -2.113 2.665
O -0.036 -1.354 3.088
H -0.093 -1.631 4.011
H 0.407 -2.104 2.619
O -2.069 2.379 -1.904
H -1.154 2.229 -1.628
H -2.534 2.754 -1.152
O 0.906 -3.016 1.246
H 0.539 -2.924 0.357
H 1.844 -2.756 1.167
O -1.424 -2.602 -0.621
H -1.648 -2.515 0.314
H -2.110 -2.128 -1.105
O -2.241 -0.102 -2.962
H -3.207 -0.123 -2.974
H -2.158 0.838 -2.669

---

## 2
Computed, not measured: a 9-piece molecular cluster, C6H25NO8 overall, with ωB97M-V/def2-TZVPD.

Properties
- HOMO (eV) = -7.72
- structure (SMILES) = Cc1c[nH]c(C)c1.O.O.O.O.O.O.O.O
- Kohn-Sham gap (eV) = 7.98

Positions of all 40 atoms, in Å:
C 3.061 1.885 1.707
C 2.058 1.427 0.599
C 1.045 0.520 0.623
N 0.579 0.417 -0.749
C 1.430 1.143 -1.548
C 1.129 1.248 -2.983
C 2.286 1.981 -0.699
H 2.762 1.432 2.663
H 4.108 1.468 1.635
H 3.015 2.960 1.740
H 0.537 -0.051 1.513
H 0.273 -0.529 -1.152
H 2.098 1.398 -3.543
H 0.691 0.434 -3.429
H 0.622 2.303 -3.030
H 3.066 2.592 -1.063
O -1.125 -1.845 -2.439
H -1.212 -1.826 -1.478
H -1.924 -1.403 -2.734
O -4.275 -0.700 1.100
H -3.603 -0.060 1.282
H -4.230 -1.370 1.756
O -3.332 -0.265 -1.370
H -3.868 0.197 -1.817
H -3.869 -0.856 -0.744
O 1.457 -2.801 2.235
H 1.703 -2.750 1.282
H 2.281 -2.171 2.511
O -2.118 1.108 0.763
H -1.609 1.926 0.446
H -2.464 0.810 -0.074
O 3.338 -0.837 -0.599
H 3.289 -1.362 -1.426
H 3.429 0.056 -0.772
O -2.189 -0.803 2.722
H -2.951 -0.347 3.123
H -1.694 -0.122 2.179
O -1.184 -1.728 0.244
H -0.636 -2.002 0.854
H -1.976 -1.475 0.670

---

Pick 1: it beats the second-best structure by 0.0949 hartree.

---

## 1
Computed, not measured: a 5-piece molecular cluster, C18H50N4O6 overall, with ωB97M-V/def2-TZVPD.

Properties
- HOMO (eV) = -8.00
- structure (SMILES) = COC[C@H](C)N.COC[C@H](C)N.COC[C@H](C)N.COC[C@H](C)N.OCCO
- Kohn-Sham gap (eV) = 8.49

Positions of all 78 atoms, in Å:
C -4.035 3.605 -3.943
O -3.733 2.951 -2.633
C -2.413 3.157 -2.203
C -2.291 2.617 -0.745
C -3.228 3.326 0.325
N -0.884 2.947 -0.348
H -4.602 4.524 -3.875
H -4.514 2.856 -4.557
H -3.142 3.957 -4.298
H -1.741 2.879 -3.061
H -2.216 4.263 -2.156
H -2.366 1.615 -0.858
H -2.882 3.280 1.310
H -4.218 2.825 0.374
H -3.372 4.402 0.104
H -0.666 3.915 -0.399
H -0.371 2.521 -1.142
C -2.233 -5.812 0.366
O -1.505 -5.031 -0.619
C -1.442 -3.634 -0.318
C -0.004 -3.411 0.171
C 0.382 -3.866 1.574
N 0.328 -2.024 0.108
H -3.279 -5.679 0.140
H -2.164 -5.691 1.406
H -2.005 -6.874 0.160
H -1.708 -3.137 -1.275
H -1.924 -3.410 0.557
H 0.511 -3.923 -0.613
H 1.440 -3.785 1.686
H 0.558 -4.906 1.503
H -0.224 -3.593 2.472
H -0.217 -1.517 0.765
H -0.125 -1.776 -0.796
C 5.239 2.845 3.008
O 4.743 1.793 2.118
C 4.151 0.822 2.890
C 3.731 -0.271 1.897
C 3.064 -1.420 2.651
N 5.088 -0.679 1.423
H 4.526 3.175 3.770
H 5.305 3.719 2.397
H 6.182 2.676 3.415
H 4.613 0.375 3.825
H 3.213 1.315 3.196
H 3.170 0.095 1.086
H 2.158 -0.997 3.126
H 3.610 -1.953 3.371
H 2.714 -2.101 1.828
H 5.569 -0.666 2.306
H 5.310 0.244 1.056
C -2.709 -0.706 -1.619
O -1.275 -0.780 -1.596
C -0.884 -0.323 -2.872
C 0.670 -0.373 -2.912
C 1.384 0.587 -1.887
N 1.132 0.115 -4.252
H -3.103 -1.464 -2.308
H -3.092 0.217 -2.069
H -3.134 -0.757 -0.630
H -1.278 -0.961 -3.685
H -1.321 0.657 -3.037
H 0.994 -1.357 -2.690
H 2.354 0.208 -1.682
H 0.763 0.575 -0.970
H 1.447 1.579 -2.195
H 2.192 0.189 -4.176
H 0.827 1.025 -4.549
O -1.492 -1.129 2.191
C -1.423 0.231 1.984
C 0.045 0.766 2.117
O -0.071 2.010 2.050
H -1.115 -1.250 3.085
H -1.772 0.553 1.010
H -1.986 0.714 2.760
H 0.614 0.421 1.185
H 0.588 0.404 3.033
H -0.434 2.344 1.205

---

## 2
Computed, not measured: C18H50N4O6 as an isolated structure, with ωB97M-V/def2-TZVPD.

Properties
- HOMO (eV) = -9.01
- Kohn-Sham gap (eV) = 9.62

Positions of all 78 atoms, in Å:
C -1.511 -4.186 -2.735
C -2.299 -2.945 -2.955
C -1.484 -1.661 -2.882
O -2.231 -0.521 -3.183
C -3.283 -0.304 -2.268
N -2.823 -2.870 -4.333
H -2.198 -5.027 -2.642
H -0.838 -4.268 -1.882
H -0.976 -4.395 -3.661
H -3.050 -2.958 -2.165
H -0.562 -1.750 -3.456
H -1.245 -1.682 -1.818
H -3.046 -0.335 -1.205
H -4.170 -0.894 -2.499
H -3.540 0.710 -2.575
H -3.817 -3.042 -4.372
H -2.684 -1.879 -4.465
C 2.775 2.470 1.101
C 1.425 3.135 1.333
C 1.505 4.494 1.993
O 1.119 4.626 3.344
C 2.130 4.314 4.318
N 0.787 3.249 0.004
H 3.376 2.430 2.010
H 3.325 2.941 0.287
H 2.561 1.425 0.875
H 0.860 2.426 1.937
H 0.855 5.204 1.482
H 2.430 4.955 1.648
H 1.785 4.328 5.352
H 2.996 4.910 4.030
H 2.574 3.364 4.021
H 0.432 2.389 -0.391
H 1.562 3.616 -0.530
C -0.257 -0.116 -1.313
C -0.360 -0.469 0.133
C -0.596 0.823 0.991
O -0.166 0.560 2.315
C -0.446 1.648 3.198
N -1.630 -1.210 0.304
H -0.728 -0.814 -2.004
H 0.780 0.051 -1.602
H -0.860 0.767 -1.528
H 0.384 -1.180 0.492
H -1.599 1.243 0.910
H 0.158 1.557 0.706
H -1.517 1.852 3.172
H 0.008 2.608 2.952
H 0.126 1.453 4.104
H -1.407 -2.132 -0.041
H -1.853 -1.273 1.288
C 1.442 -3.112 0.543
C 0.916 -3.194 1.987
C 0.081 -2.012 2.426
O -0.304 -2.233 3.813
C -1.153 -1.226 4.374
N 0.042 -4.360 1.925
H 0.725 -2.604 -0.102
H 1.756 -4.056 0.100
H 2.380 -2.558 0.562
H 1.730 -3.420 2.675
H -0.746 -2.000 1.716
H 0.700 -1.116 2.379
H -1.468 -1.446 5.395
H -2.066 -1.131 3.787
H -0.677 -0.246 4.368
H -0.620 -4.197 1.180
H -0.582 -4.236 2.709
C 2.060 2.171 -4.009
C 0.865 1.505 -3.232
O 0.589 0.182 -3.792
O 3.261 1.499 -3.847
H 2.318 3.116 -3.530
H 1.793 2.436 -5.032
H -0.008 2.155 -3.290
H 1.223 1.491 -2.203
H -0.230 0.232 -4.290
H 3.198 0.722 -4.408

---

Pick 1: it beats the second-best structure by 0.1250 hartree.

---

## 1
Computed, not measured: an isolated ion of composition C8H10NOS and charge +1, with ωB97M-V/def2-TZVPD.

Properties
- HOMO (eV) = -12.45
- Kohn-Sham gap (eV) = 7.62
- charge = +1

Positions of all 21 atoms, in Å:
C -0.382 0.582 -2.934
C -1.270 0.221 -1.878
C 0.900 0.450 -3.144
C 2.305 0.340 0.986
C 1.642 -0.198 2.279
C -1.110 -0.309 -0.598
C 0.165 -0.249 0.103
C -2.324 -0.672 0.123
N 1.200 0.504 0.001
O 2.008 0.258 -3.376
S 0.080 -0.966 1.698
H -0.854 1.187 -3.609
H -2.267 0.503 -2.210
H 2.873 1.342 1.190
H 3.097 -0.446 0.576
H 2.054 -1.098 2.754
H 1.462 0.617 2.935
H -2.866 0.224 0.735
H -1.912 -1.535 0.624
H -3.004 -0.988 -0.709
H 1.161 1.376 -0.537

---

## 2
Computed, not measured: an isolated ion of composition C8H10NOS and charge +1, with ωB97M-V/def2-TZVPD.

Properties
- HOMO (eV) = -12.53
- Kohn-Sham gap (eV) = 7.98
- charge = +1

Positions of all 21 atoms, in Å:
C -1.872 0.928 1.768
C -1.740 -0.449 1.337
C -1.694 1.939 0.933
C 1.987 1.305 -0.174
C 1.904 1.090 -1.743
C -1.043 -0.843 0.232
C -0.023 0.052 -0.286
C -1.071 -2.274 -0.246
N 0.932 0.545 0.475
O -1.567 2.791 0.165
S 0.281 0.194 -1.967
H -2.290 1.092 2.852
H -2.372 -1.181 1.748
H 2.909 0.910 0.172
H 2.001 2.307 0.123
H 2.059 2.057 -2.104
H 2.608 0.300 -1.966
H -2.000 -2.714 -0.114
H -0.509 -2.992 0.396
H -0.944 -2.229 -1.382
H 0.692 0.745 1.444

---

Pick 2: it beats the second-best structure by 0.0192 hartree.

---

## 1
Computed, not measured: an isolated ion of composition C6H15N and charge +1, with ωB97M-V/def2-TZVPD.

Properties
- HOMO (spin up / spin down) (eV) = -15.18 / -15.18
- Kohn-Sham gap (spin up / spin down) (eV) = 11.94 / 6.89
- 2S+1 = 2
- charge = +1

Positions of all 22 atoms, in Å:
C 0.517 -1.835 1.336
C -0.606 -0.947 0.795
C -0.367 -0.274 -0.569
C 0.667 0.866 -0.504
C 0.089 2.039 0.311
C 0.907 1.347 -1.927
N -1.812 -1.679 0.799
H 1.482 -1.473 0.991
H 0.451 -2.868 0.999
H 0.540 -1.846 2.423
H -0.719 -0.094 1.495
H 0.059 -1.049 -1.211
H -1.309 0.098 -0.970
H 1.549 0.495 0.018
H 0.757 2.891 0.262
H -0.043 1.820 1.375
H -0.868 2.396 -0.086
H -0.064 1.532 -2.383
H 1.468 0.644 -2.541
H 1.511 2.254 -1.986
H -2.308 -1.861 -0.083
H -1.898 -2.458 1.459

---

## 2
Computed, not measured: a 3-piece molecular cluster, C6H15N overall, with ωB97M-V/def2-TZVPD.

Properties
- HOMO (spin up / spin down) (eV) = -13.21 / -12.91
- Kohn-Sham gap (spin up / spin down) (eV) = 6.46 / 6.15
- 2S+1 = 2
- charge = +1

Positions of all 22 atoms, in Å:
C -0.135 1.154 -0.217
C 0.887 0.539 0.661
C 0.547 -0.239 1.766
C -0.852 -0.805 1.945
C 1.484 -0.506 2.713
C 0.450 -0.770 -2.888
N -1.878 0.642 -2.586
H 0.325 1.829 -0.929
H -0.795 0.318 -0.425
H -0.627 1.904 0.430
H 1.848 1.053 0.667
H 1.351 -0.157 -2.973
H -0.909 -1.222 2.947
H -1.637 -0.083 1.746
H -0.989 -1.670 1.290
H 2.500 -0.137 2.631
H 1.242 -1.180 3.525
H 0.384 -1.329 -3.816
H -0.460 -0.069 -2.705
H 0.458 -1.380 -1.982
H -2.774 0.147 -2.600
H -2.081 1.592 -2.914

---

Pick 1: it beats the second-best structure by 0.1293 hartree.

---

## 1
Computed, not measured: a 2-piece molecular cluster, C3H9S2 overall, with ωB97M-V/def2-TZVPD.

Properties
- HOMO (eV) = -2.36
- Kohn-Sham gap (eV) = 5.60
- charge = -1

Positions of all 14 atoms, in Å:
C -1.520 -1.130 1.565
S -2.543 -0.365 0.245
H -0.500 -1.324 1.213
H -1.469 -0.450 2.407
H -1.958 -2.066 1.914
C 0.454 0.414 -1.428
S 2.135 0.745 -0.840
C 2.068 0.405 0.939
H 0.233 1.180 -2.159
H -0.310 0.375 -0.645
H 0.427 -0.545 -1.940
H 2.054 -0.666 1.146
H 2.981 0.862 1.309
H 1.200 0.877 1.397

---

## 2
Computed, not measured: a 2-piece molecular cluster, C3H9S2 overall, with ωB97M-V/def2-TZVPD.

Properties
- HOMO (eV) = -2.52
- Kohn-Sham gap (eV) = 5.83
- charge = -1

Positions of all 14 atoms, in Å:
C -2.017 -0.381 1.236
S -2.708 -1.054 -0.410
H -2.842 -0.557 2.010
H -1.889 0.727 1.280
H -1.163 -1.029 1.316
C 1.221 -0.065 -1.199
C 2.048 0.705 -0.021
S 1.088 0.492 1.733
H 1.232 -1.134 -1.091
H 0.205 0.273 -1.115
H 1.651 0.277 -2.262
H 1.974 1.823 -0.051
H 3.064 0.468 -0.118
H -1.864 -0.545 -1.308

---

Pick 1: it beats the second-best structure by 0.0377 hartree.